Density functional theory data (ωB97M-V/def2-TZVPD) for a 9-piece molecular cluster, C51H121N6O14 overall at a distorted geometry.

```
192
Properties=species:S:1:pos:R:3:forces:R:3:mulliken_charge:R:1
C -3.459585 6.997947 -4.804304 0.53 0.34 1.45 -1.3653
C -2.750375 5.909817 -3.988114 -1.34 -1.66 0.84 -0.2143
C -2.788745 4.508387 -4.554544 0.01 -0.77 -0.04 -0.7961
N -1.883635 3.494967 -3.786824 -0.78 -0.51 0.09 0.5961
C -2.131825 3.522427 -2.245074 0.17 0.50 -1.82 -0.1271
C -2.140595 2.071987 -4.308744 0.04 0.17 -0.96 -1.5009
C -0.950365 1.263547 -3.866794 0.25 0.16 -0.09 0.2495
C 0.246875 2.224757 -4.035614 -0.57 1.11 0.61 -0.0785
C -0.425015 3.642307 -4.209444 -0.09 -0.89 0.22 -0.7896
H -4.506175 6.917187 -5.097984 0.21 -1.09 -0.39 0.3647
H -2.824385 7.383457 -5.601804 -0.27 0.28 0.20 0.3623
H -3.607495 7.643447 -3.938534 0.39 1.40 -0.71 0.3683
H -3.294515 5.805747 -3.049394 -0.21 0.35 0.26 0.2061
H -1.744945 6.143837 -3.638194 0.19 0.44 -0.69 0.2793
H -2.608535 4.595247 -5.626024 1.13 -0.67 -0.03 0.4718
H -3.749275 3.993457 -4.572984 -0.44 0.51 0.59 0.5348
H -3.179605 3.270767 -2.081004 0.11 -0.41 -0.02 0.3631
H -2.027915 4.540917 -1.870924 0.42 -0.23 -0.10 -0.0101
H -1.406305 2.830207 -1.817814 -0.23 0.04 0.21 -0.4172
H -3.090305 1.616457 -4.028304 -0.12 0.62 0.25 0.5781
H -2.131015 2.154347 -5.395584 -0.17 0.22 -0.06 0.4486
H -1.203705 0.954217 -2.852774 0.93 -0.21 0.24 -0.5309
H -0.746045 0.390607 -4.486734 -0.57 -0.13 0.07 0.9066
H 0.924295 2.179237 -3.182894 -0.07 0.11 0.01 -0.2578
H 0.844415 2.051377 -4.930594 -0.07 -0.14 0.08 0.7012
H 0.062265 4.449737 -3.662904 0.00 0.06 -0.45 0.3661
H -0.612125 3.812627 -5.269674 1.01 0.53 0.08 0.2611
C -0.795585 -3.026023 -1.680634 0.37 -0.73 0.36 -0.3796
C -2.027925 -3.671183 -0.964554 0.15 0.64 0.11 -0.4726
N -2.128665 -5.176593 -0.628544 -1.54 -0.50 -0.59 0.8745
C -3.216725 -5.326783 0.397736 0.08 -0.40 0.69 -0.8402
C -2.650715 -5.896043 -1.927014 1.75 -1.85 0.59 -0.4156
C -1.557965 -6.013323 -3.014564 -0.90 1.68 -0.89 -1.1508
C -0.825755 -5.748293 0.075636 -0.22 1.16 -1.59 0.1006
C -0.765545 -7.209613 0.636896 -0.17 0.94 -0.76 -1.2693
O -1.538575 -8.030743 -0.196994 -0.33 -0.92 0.22 -0.2483
C -1.586165 -9.442283 0.114296 0.20 -0.09 0.46 -0.8674
H -0.868855 -1.942063 -1.768744 -0.35 0.14 0.94 -0.2622
H -0.536325 -3.224493 -2.720584 -0.72 -0.99 -0.08 0.3780
H 0.111405 -3.280733 -1.132374 -0.02 0.37 0.14 -0.0352
H -2.929335 -3.353733 -1.488754 -0.16 -0.84 -0.49 0.2829
H -2.221315 -3.202913 0.000546 0.90 0.17 0.26 -0.0248
H -2.860965 -4.969103 1.363966 0.37 0.17 0.07 0.2714
H -3.388695 -6.397183 0.510776 -0.19 0.09 -0.16 0.3156
H -4.148275 -4.800203 0.190286 0.13 -0.06 -0.66 0.3766
H -3.657715 -5.530343 -2.127804 0.47 0.71 -0.44 0.5767
H -2.815305 -6.949793 -1.702024 -0.09 0.21 0.82 0.3870
H -0.625555 -6.482843 -2.701104 -0.32 -0.02 0.21 0.3027
H -1.366095 -5.044053 -3.474774 0.50 0.26 0.41 0.1516
H -1.914775 -6.496393 -3.924194 -0.35 -0.76 0.45 0.4936
H -0.700535 -5.022413 0.879076 0.17 -0.14 0.28 -0.2463
H -0.162275 -5.488573 -0.749254 0.78 -0.71 0.40 0.4303
H -1.025615 -7.137083 1.692926 -0.72 -0.39 0.07 0.5453
H 0.261355 -7.575073 0.633286 0.40 0.40 -0.17 0.5374
H -0.666095 -10.014823 -0.003064 0.56 0.58 -0.73 0.3220
H -2.336505 -9.900453 -0.530044 -0.03 0.25 0.19 0.2794
H -1.772055 -9.653393 1.167366 -0.73 0.48 0.14 0.3398
C -5.381925 2.029757 1.655206 0.38 -0.06 -0.49 -1.2529
C -4.644345 1.214857 0.528426 -1.56 0.10 0.24 0.2218
N -5.186615 -0.189393 0.253016 -0.46 -1.18 -0.01 0.4267
C -6.633535 -0.321183 -0.263564 0.87 0.38 0.69 -0.9680
C -4.289975 -0.944123 -0.770634 0.29 1.87 -1.30 0.2551
C -4.244885 -0.290863 -2.260064 -0.17 -1.44 1.04 -1.2328
C -5.135875 -1.009663 1.561866 1.80 -0.71 -1.04 -1.3092
C -3.727145 -0.973453 2.225046 -0.60 0.53 0.94 0.6291
O -3.778505 -0.021303 3.268516 -0.39 0.08 0.02 -0.4387
C -2.610865 0.605897 3.809236 -0.54 -0.34 0.04 -0.5377
H -4.928625 3.019617 1.602306 0.50 -0.05 0.40 0.0819
H -5.307465 1.601667 2.654856 0.48 0.02 -0.22 0.3629
H -6.425135 2.328737 1.553136 -0.24 -0.71 -0.81 0.4310
H -3.594715 1.028587 0.755756 -0.06 0.32 0.21 -0.1092
H -4.710625 1.767167 -0.408944 -0.01 -0.09 -0.02 0.4156
H -7.326365 0.116647 0.455026 0.23 0.54 -0.22 0.3996
H -6.896325 -1.378623 -0.234064 0.33 -0.04 -0.44 0.3859
H -6.665515 0.112407 -1.263104 -0.32 -0.06 0.26 0.3356
H -4.585885 -1.992693 -0.738414 -0.33 0.23 -0.34 0.4300
H -3.265585 -0.903433 -0.400414 -0.10 0.12 0.17 -0.3924
H -3.493945 -0.804763 -2.860134 0.50 -0.22 0.48 0.5372
H -3.955255 0.759157 -2.300754 -0.34 -0.07 0.40 -0.1260
H -5.114345 -0.514833 -2.878104 -0.45 0.45 0.45 0.5873
H -5.170015 -2.040223 1.208496 -0.65 -0.05 -0.02 0.6124
H -6.020025 -0.809923 2.167246 0.45 0.31 0.19 0.4842
H -2.916425 -0.787733 1.520536 0.07 0.36 -0.19 -0.3792
H -3.502265 -1.982343 2.570976 -0.13 -0.12 0.48 0.3900
H -2.151555 0.000607 4.590756 0.39 -0.47 -0.46 0.3428
H -2.973015 1.468287 4.368906 -0.15 0.27 -0.36 0.3892
H -1.948195 0.899727 2.995226 0.39 -0.08 0.15 0.0878
C 3.015835 -3.945513 -2.516924 0.89 1.42 0.13 -0.9020
C 4.106355 -2.908763 -3.069484 -0.80 -0.64 1.55 -0.7122
N 3.917135 -1.420953 -2.597674 1.20 -0.92 -0.12 0.1753
C 5.217235 -0.676803 -3.241434 -2.33 0.02 1.77 -0.8902
C 2.593435 -0.837303 -3.105914 0.79 0.70 -1.61 0.9034
C 2.344005 -0.975773 -4.659914 -0.04 -0.15 0.47 -1.3148
C 3.919335 -1.198783 -0.990044 1.95 0.13 -1.90 0.2675
C 5.253915 -1.674263 -0.320694 -1.68 -1.11 0.40 -0.8471
O 4.950825 -3.008393 0.118426 0.47 0.99 -0.79 -0.2054
C 6.000195 -3.573863 0.867386 -0.41 -1.65 0.51 -0.9690
H 2.081305 -3.750113 -3.042824 -0.05 -0.30 0.09 0.1792
H 2.871085 -3.867553 -1.439394 -0.09 0.67 0.07 0.0343
H 3.297775 -4.997753 -2.554424 0.34 0.15 -0.92 0.5461
H 4.101665 -2.940343 -4.159024 -0.09 0.40 0.14 0.7482
H 5.122485 -3.150293 -2.757634 -0.18 -0.21 0.17 0.5228
H 5.161275 -0.830483 -4.319094 0.27 0.16 0.32 0.4249
H 6.111155 -1.001283 -2.708764 -0.21 -0.61 -0.64 0.4153
H 5.090155 0.349877 -2.898094 -0.15 0.25 -0.75 0.3693
H 2.708415 0.229777 -2.915594 -0.33 0.05 0.20 0.0455
H 1.778535 -1.230563 -2.498144 0.19 -0.10 -0.01 -0.5738
H 1.379825 -0.568673 -4.964434 -0.34 -0.01 0.70 0.2428
H 2.328035 -2.001073 -5.029504 0.13 -0.08 0.18 0.3531
H 2.975485 -0.380613 -5.319554 0.65 -0.06 0.49 0.4322
H 3.029015 -1.665953 -0.569124 0.29 -0.07 -0.16 -0.3304
H 3.835575 -0.115373 -0.904564 -0.18 0.00 -0.08 0.3591
H 5.508505 -1.126703 0.586756 -0.42 0.71 0.07 0.3812
H 6.183275 -1.625423 -0.888164 -0.25 -0.14 -0.54 0.3958
H 5.495995 -4.034983 1.716636 0.33 0.27 0.57 0.2492
H 6.807875 -2.906903 1.168926 -0.18 0.20 -0.04 0.4379
H 6.405635 -4.455873 0.371626 0.36 0.27 -0.46 0.2778
C 5.893595 -1.147563 4.748286 0.95 0.15 1.30 -1.4365
C 4.861735 -0.240793 4.162386 -0.39 -0.92 1.00 -0.4150
N 3.509655 -0.943993 4.010106 -1.28 1.35 -1.94 0.7762
C 2.683475 -0.034733 3.043246 -0.81 0.20 0.51 -1.6326
C 3.635925 -2.257033 3.194826 -0.91 -0.24 0.32 -1.0550
C 2.295165 -2.948073 2.753816 1.34 -0.07 0.27 -0.8768
C 2.693005 -1.168493 5.391086 0.09 0.45 -1.19 -0.1614
C 2.439925 -0.000433 6.360956 -0.50 0.62 -2.26 -1.1264
O 1.662665 0.995737 5.623326 0.09 -0.95 0.34 0.1229
C 0.595885 1.642227 6.396786 1.92 -0.38 -0.98 -0.8671
H 6.182785 -2.101383 4.307036 -0.35 0.26 -0.47 0.2223
H 5.654355 -1.334653 5.795126 -0.01 -0.25 0.07 0.3557
H 6.785195 -0.521963 4.790306 0.29 -0.21 0.04 0.4788
H 5.294835 0.236467 3.283326 -0.99 -0.25 -0.57 0.4569
H 4.686435 0.536397 4.906266 -0.10 0.20 -0.25 0.4133
H 1.622385 -0.282113 3.074426 0.09 -0.17 0.37 0.1269
H 2.924705 -0.118263 1.983556 0.78 -0.65 0.16 0.7556
H 2.746565 1.031807 3.259126 0.32 -0.37 0.70 0.4908
H 4.228195 -2.947493 3.795306 -0.21 0.04 0.08 0.8092
H 4.206835 -2.037803 2.292546 0.09 0.32 0.18 0.5833
H 1.757215 -2.515643 1.910186 0.11 0.60 0.55 -0.6424
H 1.654695 -3.193273 3.601036 -0.16 0.13 -0.18 0.4438
H 2.634915 -3.885403 2.313266 0.09 -0.29 0.25 0.6767
H 3.126985 -2.018223 5.918076 0.20 0.03 -0.28 0.5776
H 1.682365 -1.391713 5.049236 0.18 -0.51 -0.24 0.0129
H 3.356255 0.446287 6.746816 -0.18 -0.03 0.46 0.3191
H 1.790265 -0.493743 7.083936 0.32 0.24 0.57 0.5246
H 0.109535 0.868377 6.990696 -0.12 0.53 0.37 0.4544
H -0.089385 2.090327 5.677276 -0.04 -0.20 0.03 0.0768
H 1.166675 2.434917 6.880466 -0.88 0.04 0.93 0.2937
C 0.529075 6.229717 -1.079544 -0.58 -0.21 0.06 -0.8658
C 0.754235 6.133417 0.433006 0.47 0.36 0.50 -0.7268
N 1.104055 4.743117 1.041706 -0.68 -0.11 0.32 0.0733
C 2.297665 4.207127 0.142676 -2.34 -1.38 1.93 -0.5445
C 1.516295 4.952967 2.558296 0.52 -0.20 -2.20 -0.6478
C 2.104075 3.718567 3.296816 -0.80 1.38 -0.10 -0.6949
C -0.089205 3.691817 1.027946 1.26 0.06 -0.38 1.4628
C -1.427195 4.103147 1.583216 0.05 0.13 -0.97 -0.5339
O -1.824725 5.129967 0.719536 -0.97 1.61 1.55 0.1973
C -2.778995 5.998107 1.379356 -0.03 0.33 -1.84 -1.0229
H 1.320765 5.774807 -1.674844 -0.09 -0.01 -0.04 0.3754
H 0.449155 7.258897 -1.429554 0.50 0.31 0.56 0.5211
H -0.461375 5.879627 -1.370314 0.12 -0.64 0.12 -0.1535
H -0.051665 6.576097 1.018376 -0.06 -0.33 -0.19 0.5787
H 1.626525 6.734517 0.689696 0.22 -0.08 -0.11 0.6687
H 3.214025 4.780847 0.281336 -0.45 0.29 -0.37 0.2655
H 1.847205 4.049687 -0.837324 0.71 0.58 -0.06 0.2813
H 2.402215 3.195917 0.535886 0.51 -0.05 -0.08 0.1080
H 0.655955 5.384187 3.070106 -0.02 -0.15 -0.12 0.4587
H 2.250135 5.746227 2.415706 0.16 -0.09 0.53 0.6048
H 2.628865 2.992827 2.675516 -0.01 0.33 0.00 0.0687
H 1.324645 3.235267 3.885886 0.12 -0.23 -0.15 0.0940
H 2.778855 4.215747 3.993646 0.28 -0.55 0.15 0.4468
H 0.242215 2.797627 1.555846 0.37 -0.08 -0.41 -0.4563
H -0.226615 3.503737 -0.036874 0.10 -0.42 0.21 -0.7348
H -1.492275 4.340577 2.645056 0.40 0.39 0.10 0.5472
H -2.196805 3.348767 1.419786 0.48 -1.05 0.28 -0.2721
H -3.773035 5.558607 1.296726 -0.13 0.02 0.19 0.2024
H -2.732295 6.885667 0.748366 -0.42 0.21 0.25 0.2998
H -2.586815 6.296407 2.409976 0.48 -0.40 0.04 0.4053
O 0.929955 -1.076533 -0.083264 1.72 -2.40 -0.91 2.0897
C 0.391405 0.101747 0.169806 -0.40 2.32 -2.23 0.3322
O -0.218645 0.153717 1.206546 -2.02 0.78 3.88 -1.0231
O 0.492735 0.980857 -0.698834 0.58 0.66 -0.99 -0.1671
H 0.577145 -1.576563 0.656386 -0.12 -0.86 0.29 -1.7344
O 3.356185 4.360057 -2.869884 -0.52 1.03 2.85 -0.4317
C 3.112935 4.122447 -4.161794 -1.02 2.40 -3.84 0.6973
O 3.558125 3.007167 -4.479614 -0.26 -1.67 -1.04 -0.6887
O 2.552995 5.038397 -4.853234 0.55 -2.03 1.66 -0.7450
H 3.630345 3.456097 -2.698754 0.67 -0.25 0.86 0.2525
O -0.809005 -2.490993 2.091206 0.41 -0.11 -0.66 0.9808
C -1.023865 -3.265283 3.185186 -2.93 -6.20 1.15 -0.0408
O -1.426005 -4.492713 3.048546 1.07 2.48 -1.22 -0.7979
O -0.913265 -2.703533 4.268196 0.97 1.52 0.88 -0.6740
H -0.513415 -1.838893 2.730736 0.49 2.43 -0.80 -0.6138
```
Forces are in eV/Å.

Summary:
Total charge: +3
HOMO-LUMO gap, Ha: 0.2523
DFT total energy, eV: -92422.47795
HOMO energy, eV: -12.38